# 1
The following is a DFT calculation (ωB97M-V/def2-TZVPD) of an isolated molecule of H2NO4P in a non-equilibrium geometry.

The geometry in ORCA input format:
```
! RIJCOSX wB97M-V def2-TZVPD def2/J DEFGRID3
* xyz 0 1
O -0.56829 2.26834 0.17230
N -0.85787 1.10131 0.27339
P 0.33060 -0.03768 -0.01904
O 1.64635 0.55305 0.09204
O -0.21939 -0.34826 -1.50988
O 0.01922 -1.29434 0.88869
H -0.69396 -1.12264 -1.66484
H 0.34332 -1.11978 1.76733
*
```

Results
E_LUMO (alpha / beta)	-0.92 / -0.95	eV
energy	-698.26117	a.u.
ΔE to the lowest compared entry with this formula, charge and spin	10.2	kcal per mole
E_HOMO (alpha / beta)	-9.54 / -9.58	eV

# 2
The following is a DFT calculation (ωB97M-V/def2-TZVPD) of a cluster of 2 separate species, C8H9NO5 in total in a non-equilibrium geometry.

The geometry in ORCA input format:
```
! RIJCOSX wB97M-V def2-TZVPD def2/J DEFGRID3
* xyz 0 1
N 2.32014 -1.78333 -5.10588
O 2.09567 -2.97759 -5.40083
O 1.34006 -0.94991 -4.80694
O 3.47511 -1.28898 -5.04344
C -1.79292 1.42962 3.48647
C -1.10429 2.29118 2.60846
C -0.35833 1.76990 1.55203
C -0.29972 0.38320 1.32080
C -0.97083 -0.47152 2.21462
C -1.72247 0.03737 3.27281
C 0.58938 -0.19389 0.23506
C 0.02114 -0.39629 -1.16881
O 1.10018 -0.94629 -1.98281
O 0.46314 -1.14842 -3.18396
H -2.34329 1.83056 4.33697
H -1.14689 3.36354 2.78364
H 0.20397 2.43572 0.89860
H -0.88320 -1.54680 2.07270
H -2.24116 -0.62973 3.95520
H 1.43498 0.49295 0.12595
H 0.92607 -1.16599 0.59772
H -0.82085 -1.10611 -1.18153
H -0.28590 0.57079 -1.58681
*
```

Results
E_LUMO (alpha / beta)	-2.43 / -3.09	eV
energy	-740.81093	a.u.
ΔE to the lowest compared entry with this formula, charge and spin	245.9	kcal per mole
E_HOMO (alpha / beta)	-9.66 / -9.66	eV

# 3
The following is a DFT calculation (ωB97M-V/def2-TZVPD) of an isolated molecule of C3H7N2O2 in a non-equilibrium geometry.

The geometry in ORCA input format:
```
! RIJCOSX wB97M-V def2-TZVPD def2/J DEFGRID3
* xyz 0 2
O -1.94915 0.72268 -0.10912
C -0.76569 0.53443 0.08408
N 0.07054 -0.03971 -0.86554
C -0.28739 -1.22531 -2.14656
O 0.49324 -2.26615 -2.02167
C -0.23385 0.68606 1.50288
N 1.19058 0.80036 1.80644
H 1.06052 -0.03304 -0.59514
H -0.25392 -0.42634 -2.94054
H -1.41887 -1.35833 -1.85845
H -0.62435 -0.13603 2.06608
H -0.61797 1.72956 1.90894
H 1.61810 -0.03097 2.12064
H 1.71822 1.04279 1.04796
*
```

Results
E_LUMO (alpha / beta)	0.73 / -3.16	eV
energy	-378.36782	a.u.
ΔE to the lowest compared entry with this formula, charge and spin	43.6	kcal per mole
E_HOMO (alpha / beta)	-9.24 / -9.22	eV

# 4
The following is a DFT calculation (ωB97M-V/def2-TZVPD) of a structure of composition C20H34CrN10O2S3.

The geometry in ORCA input format:
```
! RIJCOSX wB97M-V def2-TZVPD def2/J DEFGRID3
* xyz 3 4
Cr 0.21492 -1.02283 0.12939
C -3.21278 -1.63253 -0.39690
C -3.45575 -1.08204 -1.79878
S -2.46315 0.35924 -2.29365
C -1.76887 -0.16896 -3.86261
C -0.96053 -1.45240 -3.82172
S 0.24759 -1.68752 -2.45503
C -0.07287 -3.43487 -2.09529
C -1.41542 -3.67291 -1.41883
S -1.68991 -2.57347 0.00340
H -4.01916 -2.32196 -0.14367
H -3.21458 -0.83432 0.34455
H -4.50450 -0.78126 -1.81563
H -3.36408 -1.85425 -2.56096
H -1.15636 0.67088 -4.19237
H -2.55005 -0.29909 -4.61367
H -0.36379 -1.54522 -4.72888
H -1.61702 -2.31908 -3.77835
H 0.74759 -3.77366 -1.46675
H -0.01084 -3.99534 -3.02885
H -1.47079 -4.69761 -1.05307
H -2.24903 -3.53203 -2.10369
N 1.54219 0.62604 0.06387
C 0.92447 1.75318 0.82241
C 1.49410 3.13276 0.47317
C 1.23489 3.68332 -0.93839
C -0.08653 4.42766 -1.13562
N -0.09674 5.66639 -0.35235
C -1.14089 6.19033 0.29514
N -2.20703 5.45204 0.59127
N -1.10550 7.47069 0.65911
C -0.59444 1.60608 0.71069
O -1.34246 2.51410 0.99872
O -0.99747 0.43542 0.29744
H 2.49289 0.46348 0.38770
H 1.62175 0.90067 -0.91535
H 1.15020 1.56279 1.87579
H 2.57266 3.07970 0.63807
H 1.11405 3.83582 1.21630
H 1.29838 2.90007 -1.70146
H 2.04732 4.36877 -1.19266
H -0.91926 3.80696 -0.83326
H -0.22289 4.67412 -2.19047
H 0.69028 6.28118 -0.49646
H -2.13498 4.44530 0.61274
H -2.95841 5.85585 1.12609
H -0.37792 8.08953 0.34248
H -1.86567 7.88874 1.16942
N 3.13016 -2.36301 -1.45138
C 2.83778 -2.89517 -0.26082
N 3.59326 -3.90501 0.12088
C 3.36473 -4.40715 1.33420
N 4.03158 -5.47097 1.72901
N 2.48536 -3.85097 2.21897
C 1.76238 -2.88877 1.74858
N 1.78820 -2.38729 0.47477
C 0.83457 -2.22038 2.68876
C 0.78039 -2.57214 4.02239
C -0.10986 -1.90424 4.85112
C -0.92182 -0.92316 4.30631
C -0.81421 -0.62701 2.95979
N 0.06545 -1.25068 2.16183
H 3.93350 -2.73451 -1.93563
H 2.68915 -1.53872 -1.81106
H 4.71044 -5.89645 1.11739
H 3.89353 -5.84018 2.65584
H 1.42769 -3.35701 4.38416
H -0.17235 -2.15310 5.90195
H -1.64229 -0.38875 4.90907
H -1.45125 0.11491 2.50085
*
```

Results
E_LUMO (alpha / beta)	-8.74 / -8.54	eV
energy	-3718.96152	a.u.
ΔE to the lowest compared entry with this formula, charge and spin	0.0	kcal per mole
E_HOMO (alpha / beta)	-15.95 / -15.93	eV